{"formula": "C34H55F2N7O6", "method": "the ωB97M-V functional and the def2-TZVPD basis", "elements": ["C", "C", "C", "C", "N", "H", "H", "H", "H", "H", "H", "H", "C", "C", "C", "C", "N", "H", "H", "H", "H", "H", "H", "H", "C", "C", "C", "C", "N", "H", "H", "H", "H", "H", "H", "H", "C", "C", "C", "C", "N", "H", "H", "H", "H", "H", "H", "H", "C", "C", "C", "C", "N", "H", "H", "H", "H", "H", "H", "H", "C", "C", "C", "C", "N", "H", "H", "H", "H", "H", "H", "H", "C", "C", "C", "C", "N", "H", "H", "H", "H", "H", "H", "H", "C", "C", "O", "C", "O", "O", "F", "H", "H", "H", "C", "C", "O", "C", "O", "O", "F", "H", "H", "H"], "positions_angstrom": [[-2.74480, 1.62975, -5.72429], [-2.03846, 0.91944, -6.93375], [-2.25829, -0.53000, -7.01139], [-1.90568, -1.24157, -5.76796], [-1.61367, -1.81419, -4.81988], [-3.81664, 1.43163, -5.72723], [-2.61280, 2.70292, -5.86205], [-2.39281, 1.34890, -4.73165], [-0.95329, 1.01737, -6.96400], [-2.44234, 1.33732, -7.85590], [-1.75656, -0.94613, -7.88500], [-3.29451, -0.80411, -7.20941], [-3.32014, -1.45583, -12.72252], [-3.35090, -1.82220, -11.24735], [-4.32926, -0.85940, -10.44808], [-5.66052, -0.61183, -11.09892], [-6.66922, -0.45714, -11.57754], [-4.25451, -1.78655, -13.17604], [-2.60746, -1.98781, -13.35275], [-3.06168, -0.39928, -12.79320], [-2.34617, -1.81776, -10.82474], [-3.69271, -2.85424, -11.16888], [-3.91442, 0.14837, -10.42787], [-4.35070, -1.13661, -9.39414], [-2.02166, 2.19395, -14.00499], [-0.76826, 1.24012, -13.84004], [0.52119, 2.02509, -13.81092], [1.61946, 1.07661, -14.02059], [2.52483, 0.43169, -14.18222], [-2.97577, 1.67478, -13.91417], [-2.05409, 2.52430, -15.04322], [-2.08666, 3.07441, -13.36572], [-0.79715, 0.56645, -14.69644], [-0.84812, 0.59507, -12.96504], [0.70224, 2.55679, -12.87678], [0.56942, 2.72988, -14.64101], [6.59444, 4.17443, -9.35729], [6.72473, 3.38525, -10.71550], [5.76030, 3.68975, -11.86309], [5.80668, 5.07540, -12.38967], [5.90203, 6.16428, -12.82070], [6.53601, 5.26004, -9.43566], [7.33387, 3.90276, -8.60394], [5.66814, 3.94641, -8.82997], [6.68522, 2.30453, -10.57922], [7.74972, 3.45745, -11.07922], [4.71524, 3.46411, -11.65088], [5.88990, 3.01771, -12.71142], [7.45260, -2.16482, -6.78179], [7.36702, -2.44128, -8.31305], [7.37938, -1.18098, -9.15998], [6.12792, -0.37831, -8.90918], [5.16374, 0.28887, -8.68595], [6.52819, -1.69420, -6.44700], [8.23301, -1.43703, -6.55960], [7.66514, -3.09156, -6.24879], [6.54945, -3.09265, -8.62190], [8.26614, -2.96639, -8.63546], [7.53990, -1.42120, -10.21099], [8.14592, -0.48782, -8.81351], [-2.62086, 3.22691, -10.70966], [-1.14348, 3.51959, -10.49713], [-0.79047, 4.91939, -9.94685], [-1.47266, 6.02224, -10.54097], [-2.02646, 6.87189, -11.06323], [-2.99216, 3.86838, -11.50888], [-3.20265, 3.41749, -9.80783], [-2.67834, 2.26990, -11.22825], [-0.68393, 3.44791, -11.48291], [-0.66289, 2.72307, -9.92907], [0.27908, 5.12774, -9.91920], [-1.07482, 5.03429, -8.90088], [5.79569, -3.79831, -11.58812], [4.30007, -3.42635, -11.91566], [4.31679, -2.29409, -12.97415], [5.06400, -1.04017, -12.59296], [5.68028, -0.07354, -12.36115], [5.73340, -4.58021, -10.83124], [6.44673, -3.00602, -11.21862], [6.28940, -4.28870, -12.42709], [3.82522, -3.12916, -10.98062], [3.78170, -4.31161, -12.28403], [3.28608, -2.04630, -13.22783], [4.73620, -2.50871, -13.95707], [2.65131, 0.48749, -10.90334], [2.31821, 1.49998, -9.80885], [1.14388, 1.08495, -9.29590], [0.60537, 0.20840, -10.14753], [-0.57837, -0.15408, -10.01373], [1.34034, 0.13469, -11.19616], [2.16399, 2.71524, -10.39464], [3.27509, -0.34650, -10.58170], [3.15020, 1.01297, -11.71764], [3.05562, 1.62436, -9.01584], [3.10324, -1.90123, -5.04596], [1.64976, -1.57073, -5.38005], [1.63821, -1.93528, -6.75979], [2.89069, -1.85631, -7.26351], [3.18390, -1.91305, -8.45407], [3.74085, -1.70766, -6.27209], [1.41426, -0.23786, -5.31475], [3.25305, -2.93154, -4.72328], [3.44102, -1.23414, -4.25287], [0.98862, -2.13000, -4.71808]], "atomic_forces_ev_per_a": [[0.5, -0.1, -0.9], [-0.3, 1.4, 0.8], [-0.9, -2.1, 0.1], [0.2, 0.1, -0.9], [0.1, -0.1, 0.4], [-0.1, -0.1, -0.2], [0.0, 0.0, 0.2], [0.3, -0.1, -0.2], [0.0, 0.7, 0.2], [0.2, 0.2, -0.1], [0.5, -0.2, 0.2], [-0.4, 0.2, 0.2], [0.1, -0.3, -0.1], [-0.7, 0.0, 0.0], [0.7, 0.2, -1.0], [3.3, -1.5, 2.1], [-2.4, 0.5, -1.3], [-0.3, 0.9, -0.1], [0.5, -0.2, 0.5], [-0.5, 0.1, -0.5], [-0.1, 0.4, 0.3], [-0.2, 0.0, 0.2], [0.5, 0.1, -0.1], [-0.7, -0.2, -0.2], [0.3, -0.8, -0.5], [-2.1, 0.9, 0.1], [0.5, -0.6, -0.4], [-2.1, 2.5, 0.6], [2.6, -2.2, -0.5], [0.1, -0.3, 0.3], [0.3, 0.3, 0.0], [0.4, -0.1, 0.1], [0.2, 0.0, -0.1], [0.0, 0.1, 0.2], [-0.1, 0.0, 0.0], [-0.1, 0.2, 0.1], [-0.9, -0.6, -0.4], [0.6, 0.0, 0.7], [-0.6, 0.5, -0.4], [0.5, 2.3, -0.8], [-0.3, -2.9, 1.2], [0.5, 0.0, -0.5], [0.4, 0.0, -0.5], [-0.4, -0.4, -0.3], [-0.5, -0.1, 0.5], [0.1, 0.6, -0.2], [-0.1, 0.2, 0.7], [0.7, 0.0, 0.0], [-0.4, 0.0, -1.1], [1.0, -0.1, 0.5], [-1.3, 1.0, 0.8], [-3.3, 2.3, 0.1], [4.1, -2.7, -0.9], [-0.1, -0.3, 0.2], [0.2, -0.1, -0.1], [-0.2, 0.1, 0.1], [-0.2, 0.1, 0.3], [0.2, -0.2, 0.2], [-0.3, 0.4, 0.0], [0.4, -0.2, -0.2], [0.5, 0.7, -0.7], [0.4, 0.3, -0.6], [0.2, -0.8, 1.4], [0.0, -0.1, -0.9], [-0.5, 0.8, -0.3], [-0.2, 0.5, 0.3], [-0.2, -0.6, -0.1], [-0.4, -0.5, 0.9], [0.2, 0.1, -0.1], [0.0, 0.3, 0.4], [0.1, -0.2, -0.4], [-0.1, -0.5, 0.4], [-1.1, -1.1, 0.2], [2.6, 0.7, -0.3], [-0.5, 0.9, 0.2], [0.5, 1.0, 0.4], [-1.3, -2.1, -0.4], [0.3, 0.0, 0.3], [-0.4, 0.2, -0.1], [0.0, 0.2, -0.2], [-0.2, 0.3, -0.2], [0.0, 0.2, -0.2], [0.0, 0.6, 0.2], [0.3, -0.8, 0.2], [1.5, 1.5, 0.9], [3.3, 0.0, 0.5], [-0.9, -0.5, 1.7], [-5.9, 0.8, 1.0], [3.4, 0.2, -0.5], [-0.3, -2.6, -2.8], [-0.5, 1.1, -0.5], [-0.3, -0.1, 0.2], [-0.3, -0.3, -0.2], [0.0, -0.2, -0.1], [-0.8, 0.4, 1.0], [1.4, -1.0, -0.2], [-1.2, -0.1, 0.1], [0.1, 0.0, -2.8], [-1.0, 0.0, 2.8], [2.0, 0.3, -0.1], [-0.2, 0.1, 0.2], [-0.3, -0.1, 0.0], [0.4, 0.1, -0.3], [-0.6, 0.2, -0.7]], "lowdin_charge": [-0.0743, -0.2523, -0.2177, -0.2010, 0.1551, 0.0735, 0.0647, 0.0682, 0.1087, 0.1011, 0.1050, 0.1114, -0.1119, -0.2302, -0.1498, -0.2336, 0.1409, 0.0767, 0.0744, 0.0516, 0.0823, 0.1029, 0.0886, 0.0943, -0.0796, -0.2292, -0.1708, -0.2287, 0.1901, 0.0619, 0.0728, 0.0491, 0.1138, 0.0894, 0.1026, 0.1317, -0.0859, -0.2326, -0.2015, -0.2130, 0.1216, 0.0650, 0.0630, 0.0549, 0.0727, 0.1027, 0.0971, 0.1060, -0.0798, -0.2548, -0.1846, -0.1637, 0.1779, 0.0550, 0.0736, 0.0715, 0.0996, 0.1061, 0.0954, 0.1174, -0.0971, -0.2325, -0.1769, -0.2604, 0.1552, 0.0670, 0.0849, 0.0555, 0.0823, 0.0887, 0.1201, 0.1207, -0.0967, -0.2003, -0.1800, -0.2187, 0.1614, 0.0656, 0.0407, 0.0729, 0.0912, 0.1077, 0.0900, 0.1187, -0.0747, -0.3449, 0.1435, -0.5386, 0.1025, 0.0996, 0.0626, 0.1070, 0.1109, 0.1435, -0.0640, -0.2957, 0.1270, -0.5358, 0.1070, 0.0778, 0.0767, 0.1455, 0.1481, 0.1474], "lumo_ev": 0.3050, "multiplicity": 1, "smiles": "O=C1OC[C@@H](F)O1.O=C1OC[C@@H](F)O1.CCCC#N.CCCC#N.CCCC#N.CCCC#N.CCCC#N.CCCC#N.CCCC#N", "orbital_gap_ha": 0.41957, "de_lowest_kj_mol": 0.00}